[1]
{
  "formula": "H2NO4S2",
  "method": "ωB97M-V with the def2-TZVPD basis set",
  "elements": ["N", "O", "O", "O", "O", "S", "S", "H", "H"],
  "coordinates": [[0.530, 0.462, -1.111], [1.185, -1.162, 0.757], [-1.230, -0.684, 0.162], [0.189, -2.022, -1.372], [-1.271, 1.879, 1.522], [0.158, 2.092, 1.026], [0.237, -0.963, -0.350], [1.424, 0.262, -1.410], [-1.223, 0.135, 0.777]],
  "mulliken_charge": [-0.629, -0.599, -0.443, -0.625, -0.551, 0.218, 1.075, 0.165, 0.388],
  "e_tot_ha": -1153.2684,
  "charge": -1
}

=====

[2]
{
  "formula": "C22H27N12S4W",
  "method": "ωB97M-V with the def2-TZVPD basis set",
  "elements": ["W", "C", "C", "S", "C", "C", "S", "C", "C", "S", "H", "H", "H", "H", "H", "H", "H", "H", "H", "H", "H", "H", "N", "C", "N", "N", "N", "N", "C", "N", "N", "N", "N", "H", "C", "C", "C", "C", "N", "C", "S", "N", "C", "H", "H", "H", "H", "H", "H", "H", "H", "C", "C", "C", "C", "C", "C", "C", "C", "N", "H", "H", "H", "H", "H", "H"],
  "coordinates": [[0.493, -0.403, 0.252], [2.228, -1.808, -2.260], [0.842, -2.279, -2.655], [-0.349, -2.200, -1.267], [-1.813, -1.544, -2.108], [-1.613, -0.144, -2.640], [-0.872, 0.943, -1.381], [0.442, 1.755, -2.356], [1.626, 0.889, -2.753], [2.242, -0.206, -1.399], [2.867, -1.732, -3.141], [2.702, -2.500, -1.564], [0.879, -3.313, -2.996], [0.440, -1.677, -3.468], [-2.587, -1.558, -1.338], [-2.109, -2.241, -2.892], [-2.584, 0.297, -2.871], [-1.008, -0.119, -3.544], [0.738, 2.587, -1.724], [-0.035, 2.164, -3.248], [2.463, 1.521, -3.049], [1.387, 0.244, -3.598], [2.638, 1.473, 2.750], [1.733, 2.123, 1.961], [1.563, 3.429, 2.033], [0.603, 3.699, 1.133], [0.201, 2.634, 0.557], [0.905, 1.572, 1.056], [2.739, 0.078, 2.838], [3.603, -0.487, 3.601], [4.391, -0.916, 4.302], [2.148, -2.078, 1.976], [1.714, -0.700, 2.240], [3.162, 2.052, 3.386], [-1.313, 6.653, 0.579], [-1.938, 5.680, -0.363], [-2.130, 5.898, -1.695], [-2.695, 4.852, -2.457], [-3.079, 3.705, -1.936], [-2.952, 3.501, -0.599], [-3.479, 2.133, 0.188], [-2.335, 4.490, 0.136], [-2.863, 5.019, -3.936], [-1.309, 7.650, 0.147], [-0.289, 6.347, 0.793], [-1.852, 6.675, 1.526], [-1.854, 6.838, -2.148], [-2.172, 4.277, 1.109], [-3.183, 6.031, -4.182], [-3.585, 4.299, -4.312], [-1.906, 4.849, -4.436], [0.933, -2.455, 1.264], [-0.157, -1.881, 1.987], [0.463, -0.988, 3.033], [-0.419, 0.170, 3.353], [-1.751, 0.058, 3.175], [-2.365, -1.069, 2.489], [-1.581, -1.991, 1.874], [-2.612, 1.092, 3.689], [-3.315, 1.897, 4.107], [0.944, -3.405, 0.753], [2.915, -1.990, 1.311], [0.809, -1.477, 3.960], [-0.012, 1.023, 3.881], [-3.443, -1.117, 2.437], [-2.017, -2.805, 1.307]],
  "mulliken_charge": [0.247, -0.886, -0.717, -0.037, -0.860, -1.045, 0.340, -1.004, -0.736, -0.067, 0.535, 0.392, 0.604, 0.358, 0.442, 0.506, 0.502, 0.551, 0.380, 0.678, 0.608, 0.388, -0.106, 0.189, -0.921, -0.413, 0.142, 0.311, -0.002, 0.803, -1.016, -0.695, 0.291, 0.271, -1.508, 1.058, -1.034, 1.073, -0.426, -0.181, -0.349, 0.092, -1.305, 0.424, 0.281, 0.354, 0.413, 0.251, 0.402, 0.357, 0.268, -0.134, -0.555, 0.575, -0.782, 0.669, -0.705, -0.646, -0.308, -0.518, 0.660, 0.326, 0.489, 0.573, 0.508, 0.646],
  "e_tot_ha": -3171.0319,
  "spin_multiplicity": 3,
  "s2": 2.033,
  "charge": 1
}

=====

[3]
{
  "formula": "C2N4OS",
  "method": "ωB97M-V with the def2-TZVPD basis set",
  "elements": ["C", "C", "N", "N", "N", "N", "O", "S"],
  "coordinates": [[0.347, 1.003, -0.039], [-1.499, -0.064, -0.061], [1.634, 0.981, -0.101], [1.903, -0.387, -0.013], [0.882, -1.114, 0.101], [-0.137, -0.286, 0.081], [-2.796, -1.181, -0.077], [-1.357, 1.659, 0.049]],
  "mulliken_charge": [0.433, 0.442, -0.366, -0.113, -0.434, 0.530, -0.445, -0.047],
  "e_tot_ha": -768.3933,
  "charge": 0
}

=====

[4]
{
  "formula": "C3H9O2",
  "method": "ωB97M-V with the def2-TZVPD basis set",
  "elements": ["C", "O", "C", "C", "H", "H", "H", "H", "H", "H", "H", "H", "H", "O"],
  "coordinates": [[-0.835, 0.392, -0.400], [-1.645, 0.685, -1.434], [-0.901, -1.092, 0.048], [-2.432, -1.470, 0.342], [-0.958, 0.732, 0.673], [0.254, 0.626, -0.590], [-0.321, -1.174, 0.977], [-0.622, -1.784, -0.759], [-2.471, -1.332, 1.429], [-2.734, -2.457, 0.004], [-3.014, -0.674, -0.138], [4.121, 1.357, 0.467], [4.637, 0.857, 1.755], [4.924, 1.398, 1.009]],
  "mulliken_charge": [-0.336, -0.850, -0.590, -0.945, 0.159, 0.062, 0.356, 0.350, 0.223, 0.286, 0.290, 0.346, 0.316, -0.667],
  "e_tot_ha": -270.1374,
  "charge": -1
}

=====

Table of energy relative to the best compared isomer or geometry (same formula, charge and spin) (kcal/mol), in record order: 42.5 125.5 104.4 30.3